[1]
C27H44N2O3PPdS4Se4 | ωB97M-V/def2-TZVPD

Element x y z (Å)
Pd  -0.051500  -1.087800  0.276100
Se  2.603400  -0.470400  0.423700
Se  3.755700  -0.485800  2.269400
Se  0.327500  0.778100  3.683200
Se  -0.835200  -0.630100  2.497600
O  0.317500  1.245300  -0.424900
S  0.495000  2.188700  0.729000
C  0.066100  3.867300  0.225200
C  0.135200  4.341300  -1.069900
C  -0.075800  5.692600  -1.301000
C  -0.352800  6.546900  -0.244500
C  -0.447800  6.052700  1.048100
C  -0.235700  4.706700  1.285600
C  2.245600  2.636100  0.719800
C  2.923800  2.609000  -0.486200
C  4.261000  2.964300  -0.516500
C  4.898000  3.329800  0.659500
C  4.209200  3.340000  1.862600
C  2.865200  2.999600  1.900400
H  0.354100  3.668600  -1.884500
H  -0.007500  6.079500  -2.306300
H  -0.480600  7.602400  -0.424300
H  -0.676200  6.712100  1.870600
H  -0.293400  4.301000  2.286500
H  2.406800  2.298900  -1.381600
H  4.799000  2.945300  -1.452100
H  5.943400  3.594000  0.642800
H  4.717700  3.600800  2.776300
H  2.314800  2.994300  2.830400
C  1.457300  -4.903200  -3.420400
C  0.341000  -5.615400  -2.680600
C  0.831700  -6.856800  -1.955000
O  -0.344700  -4.726300  -1.762300
P  0.232400  -3.703000  -0.726900
S  -1.319600  -3.137700  0.423600
S  0.954600  -2.056800  -1.680500
O  1.288600  -4.580400  0.059300
C  2.029500  -4.488400  1.293100
C  1.427200  -3.541700  2.315400
C  3.474900  -4.150400  0.963300
H  1.876000  -5.567500  -4.169100
H  2.249900  -4.620700  -2.730200
H  1.089400  -4.010300  -3.922200
H  -0.459700  -5.882800  -3.376900
H  1.637400  -6.602500  -1.270300
H  1.202800  -7.573700  -2.682500
H  0.016100  -7.310900  -1.396400
H  1.972500  -5.510900  1.684300
H  1.379200  -2.515100  1.921400
H  2.062100  -3.539700  3.197800
H  0.429500  -3.864000  2.615400
H  3.547500  -3.166300  0.500200
H  3.875800  -4.881900  0.267700
H  4.074900  -4.154100  1.868100
C  -5.829300  2.964700  -2.144300
C  -5.409000  3.815900  -0.950500
C  -4.468500  3.108200  0.026100
C  -3.003300  3.057700  -0.414700
N  -2.770100  2.179200  -1.540700
C  -2.639000  0.857900  -1.430700
S  -2.604600  0.133400  0.112000
N  -2.574400  0.113100  -2.531900
C  -2.556600  -1.334100  -2.537700
C  -3.935600  -1.940000  -2.263900
C  -5.020100  -1.493600  -3.243000
C  -4.749100  -1.931800  -4.678600
H  -6.586400  3.489800  -2.719700
H  -6.254800  2.020800  -1.810800
H  -4.997400  2.753900  -2.812500
H  -6.311000  4.091000  -0.400600
H  -4.945900  4.741600  -1.299600
H  -4.815500  2.089900  0.206900
H  -4.487700  3.638300  0.978000
H  -2.398500  2.684600  0.417600
H  -2.650600  4.054000  -0.685100
H  -2.813600  2.584300  -2.465000
H  -2.659600  0.569100  -3.429900
H  -1.864400  -1.665700  -1.750600
H  -2.161000  -1.660300  -3.499300
H  -4.235700  -1.675100  -1.249000
H  -3.839100  -3.025300  -2.305000
H  -5.141300  -0.407500  -3.206200
H  -5.964600  -1.930400  -2.913200
H  -3.855600  -1.458700  -5.081900
H  -5.585900  -1.657700  -5.316800
H  -4.618900  -3.010600  -4.731900

Force components x, y, z for each atom (eV/Å):
Pd -0.35 0.48 -0.81
Se 0.87 -0.08 0.49
Se -0.18 -0.03 -0.20
Se -0.07 -0.31 0.05
Se -0.26 0.04 1.35
O -0.07 -0.16 -0.38
S 0.55 1.16 -0.46
C -0.26 -0.15 0.30
C -0.01 -0.12 -0.11
C 0.01 -0.11 0.01
C 0.00 0.02 0.08
C 0.04 0.05 -0.03
C -0.05 -0.11 -0.04
C -0.10 -0.14 0.21
C 0.06 0.07 -0.04
C -0.16 -0.04 0.02
C 0.11 -0.03 0.10
C -0.03 0.03 0.00
C -0.04 -0.06 -0.18
H 0.05 -0.11 -0.11
H 0.00 0.03 -0.09
H -0.08 0.11 -0.04
H -0.02 0.09 0.07
H -0.05 0.03 0.12
H -0.03 -0.06 -0.11
H 0.07 0.01 -0.05
H 0.12 0.04 0.00
H 0.09 0.08 0.11
H 0.00 0.03 0.10
C -0.24 0.09 0.07
C 0.24 -0.39 -0.35
C -0.19 0.23 0.00
O -0.21 0.19 0.26
P 0.13 -0.65 -0.07
S 0.66 0.38 -0.36
S -0.52 -0.50 0.62
O -0.47 0.37 -0.78
C 0.46 0.04 0.63
C -0.15 0.01 -0.24
C -0.30 -0.04 -0.24
H 0.06 -0.12 -0.08
H 0.14 0.02 0.04
H 0.00 0.04 -0.03
H 0.15 0.01 0.07
H 0.03 -0.05 0.01
H 0.01 -0.08 -0.08
H 0.00 -0.07 0.04
H 0.05 0.15 -0.06
H 0.04 -0.43 0.25
H 0.11 0.01 0.06
H 0.04 0.10 -0.04
H -0.02 -0.02 0.03
H 0.11 -0.10 -0.05
H 0.07 -0.02 0.11
C -0.01 0.24 0.07
C -0.01 -0.26 0.10
C 0.19 0.22 -0.22
C -0.32 0.11 0.51
N 0.22 0.05 -0.53
C -0.09 -0.23 0.27
S -0.11 -0.10 0.23
N 0.14 0.50 -0.47
C -0.04 -0.66 0.52
C -0.05 0.24 -0.18
C 0.12 -0.25 -0.04
C -0.17 0.16 0.17
H -0.09 -0.01 -0.14
H -0.01 -0.14 0.00
H 0.02 -0.08 -0.10
H 0.01 0.11 -0.04
H -0.03 0.11 0.04
H -0.02 -0.04 0.11
H -0.01 -0.01 0.13
H -0.08 0.18 -0.17
H 0.01 -0.01 -0.02
H -0.02 -0.07 0.07
H 0.01 0.05 0.11
H -0.24 0.09 -0.47
H 0.03 0.06 0.01
H 0.07 -0.07 0.01
H 0.05 -0.11 0.04
H -0.05 0.02 0.07
H -0.05 0.10 0.00
H 0.11 0.01 -0.10
H -0.01 -0.02 -0.14
H 0.04 -0.11 -0.05

Summary:
Kohn-Sham gap (alpha / beta): 6.25 / 4.74 eV
total charge: +1
multiplicity: 5
energy above the lowest of the compared OMol25 structures with the same formula, charge and spin: 168.0 kJ/mol
<S²>: 6.19


[2]
C27H44NO5 | ωB97M-V/def2-TZVPD

Element x y z (Å)
C  0.288588  2.141069  6.073109
C  -1.214143  2.384837  5.874747
C  -1.905237  1.214639  5.145450
C  -1.484720  1.107638  3.709975
N  -1.844574  2.151587  2.929336
C  -1.581021  2.253345  1.618821
C  -0.894332  1.239206  0.996941
O  -0.657585  1.339115  -0.338995
C  0.682368  1.729493  -0.685089
C  0.936070  3.239096  -0.485567
C  1.936173  3.729941  -1.534285
O  -0.277003  3.968395  -0.519446
C  -0.491164  0.120806  1.745026
C  0.231592  -1.001236  1.058738
C  1.711465  -1.097607  1.380080
C  2.387315  -0.153955  2.133513
C  3.750782  -0.284233  2.343650
C  4.439601  -1.355086  1.810079
C  3.778257  -2.318522  1.056064
C  4.516569  -3.489436  0.468732
C  2.415586  -2.171016  0.851181
C  -0.792526  0.060492  3.118006
C  -0.427477  -1.170584  3.904687
C  -1.517284  -2.256715  3.788761
H  0.878729  2.594815  5.277712
H  0.618790  2.567611  7.017294
H  0.514363  1.074464  6.083353
H  -1.360591  3.295365  5.291505
H  -1.701247  2.500239  6.839623
H  -2.991744  1.316831  5.195511
H  -1.661166  0.293699  5.668397
H  -2.360869  2.911089  3.354133
H  -1.898738  3.137704  1.088941
H  1.413877  1.136164  -0.133971
H  0.788323  1.479914  -1.741858
H  1.390568  3.398376  0.493453
H  2.594209  4.495479  -1.129058
H  1.405545  4.145440  -2.389459
H  2.574731  2.917634  -1.886890
H  -0.801980  3.641203  -1.259275
H  -0.272642  -1.940319  1.288691
H  0.159405  -0.835140  -0.016533
H  1.871584  0.697911  2.564438
H  4.285592  0.456823  2.922777
H  5.504153  -1.454872  1.979109
H  4.271620  -4.406194  1.005191
H  5.590597  -3.329631  0.531666
H  4.256995  -3.627539  -0.579479
H  1.878318  -2.904019  0.258443
H  0.518554  -1.562030  3.536842
H  -0.277259  -0.911375  4.949852
H  -2.253721  -2.167508  4.585122
H  -1.082863  -3.252711  3.798132
H  -2.058745  -2.151665  2.846480
C  -3.392691  -0.892564  -2.363029
O  -2.684311  -0.435017  -3.489269
C  -1.375195  0.004143  -3.195723
C  -0.416498  -0.271962  -4.331546
O  -0.053281  -1.630052  -4.469950
C  -0.992479  -2.521506  -5.054075
C  -1.161749  -2.364251  -6.546180
O  -1.909666  -1.203043  -6.856773
C  -1.551836  -0.616392  -8.089041
H  -3.641197  -0.069400  -1.680371
H  -4.316653  -1.343507  -2.718583
H  -2.820042  -1.650318  -1.814146
H  -1.001848  -0.483854  -2.286726
H  -1.399420  1.090360  -3.017928
H  0.519514  0.240767  -4.087990
H  -0.790636  0.148934  -5.267051
H  -1.959707  -2.471267  -4.549810
H  -0.573698  -3.514721  -4.879997
H  -1.691237  -3.248162  -6.926246
H  -0.174471  -2.325398  -7.020348
H  -0.473053  -0.431262  -8.142717
H  -2.075307  0.334962  -8.160482
H  -1.846232  -1.245514  -8.935677

Force components x, y, z for each atom (eV/Å):
C -0.16 0.09 -0.09
C 0.14 -0.42 -0.22
C 0.17 0.04 0.19
C -0.16 0.12 -0.10
N 0.01 -0.10 -0.17
C 0.01 -0.02 0.05
C 0.22 -0.03 0.09
O 0.02 -0.10 0.28
C 0.05 0.18 -0.34
C 0.34 -0.29 -0.21
C 0.15 -0.08 0.11
O -0.03 0.06 0.21
C -0.11 0.07 -0.02
C 0.06 0.34 -0.17
C -0.07 -0.15 0.06
C 0.00 0.28 0.11
C 0.15 0.08 0.07
C 0.12 -0.10 0.01
C 0.08 -0.09 -0.11
C 0.02 0.14 0.06
C -0.15 -0.05 -0.04
C 0.01 -0.02 -0.03
C -0.12 -0.18 -0.01
C -0.03 0.24 -0.24
H 0.05 -0.02 -0.03
H 0.10 0.01 -0.02
H 0.04 -0.02 0.11
H -0.11 0.21 0.26
H -0.10 0.14 -0.01
H -0.03 0.06 -0.08
H -0.09 -0.03 -0.04
H 0.00 -0.02 0.10
H 0.00 0.04 0.04
H 0.04 0.01 0.05
H -0.18 -0.05 -0.01
H -0.34 0.08 0.18
H -0.09 0.12 -0.04
H -0.03 -0.05 -0.06
H 0.01 -0.03 0.01
H 0.02 0.10 -0.08
H 0.04 -0.07 0.01
H -0.22 -0.17 -0.02
H -0.04 -0.02 -0.02
H -0.04 0.03 0.03
H 0.02 0.03 0.00
H 0.02 -0.05 -0.02
H 0.04 -0.07 0.01
H -0.04 -0.05 -0.03
H 0.04 -0.05 -0.03
H 0.03 0.08 0.03
H 0.15 -0.06 -0.01
H 0.00 -0.07 0.05
H -0.01 -0.05 0.20
H 0.00 -0.06 -0.02
C -0.05 0.11 -0.01
O 0.10 -0.26 -0.04
C -0.11 0.13 -0.03
C 0.05 0.12 -0.07
O 0.08 -0.05 0.09
C -0.05 -0.12 0.01
C -0.15 -0.02 -0.11
O 0.19 0.14 0.15
C -0.10 -0.05 -0.03
H 0.02 -0.02 0.03
H -0.02 0.03 0.00
H 0.01 0.01 0.01
H -0.01 -0.02 0.00
H 0.09 -0.01 0.10
H 0.00 0.02 -0.03
H -0.12 -0.07 0.03
H -0.02 0.11 -0.06
H -0.01 0.00 0.02
H 0.08 -0.04 -0.04
H 0.02 0.02 0.01
H 0.00 -0.01 -0.01
H -0.03 -0.02 -0.01
H 0.04 -0.01 -0.02

Summary:
Kohn-Sham gap: 7.31 eV
total charge: +1


[3]
C27H44O25Rb3 | ωB97M-V/def2-TZVPD

Element x y z (Å)
Rb  -2.934338  2.274003  4.468105
Rb  -3.506888  2.734923  -3.414285
Rb  -0.169038  4.869803  -0.617355
C  -1.008168  0.498863  1.975175
C  -1.498138  1.642733  1.198165
C  -1.520928  1.556353  -0.421675
O  -1.747988  2.507593  -1.091735
C  -1.201438  0.270683  -0.954655
C  -0.699798  -0.735437  -0.173415
C  -0.562058  -0.612637  1.319215
O  -0.141298  -1.575507  2.109275
O  -0.524898  -1.866487  -0.782865
O  -1.559708  2.737203  1.689145
H  -1.048418  0.495463  3.054415
H  -1.408578  0.112323  -2.002715
C  -2.396778  -1.448517  5.048045
O  -1.035518  -1.297737  5.364055
C  -0.696908  -0.200237  6.114315
O  -1.512078  0.645673  6.536735
O  0.642312  -0.166287  6.361045
C  1.217662  0.800723  7.061455
H  -2.591998  -1.069207  4.044985
H  -3.111178  -1.018147  5.749825
H  -2.587528  -2.521367  5.021775
H  2.262332  0.682683  7.349255
H  0.624112  1.003413  7.952915
H  1.184052  1.682603  6.421725
C  -6.603788  -0.570837  -6.066635
O  -5.290058  -1.197997  -6.053325
C  -4.424398  -0.912247  -5.083485
O  -4.658068  -0.116687  -4.174255
O  -3.512608  -1.929507  -5.065425
C  -2.960928  -2.259787  -3.799865
H  -6.523178  0.515273  -6.022115
H  -7.274378  -0.908857  -5.276615
H  -7.119768  -0.796717  -6.999825
H  -3.628328  -2.838427  -3.161235
H  -2.709958  -1.350677  -3.253375
H  -2.092398  -2.887977  -3.997655
C  2.206312  0.469623  -1.603525
O  3.419672  1.250053  -1.591125
C  3.324612  2.530903  -1.206695
O  2.334212  3.008583  -0.739865
O  4.539652  3.040123  -1.232345
C  4.701142  4.426813  -1.241305
H  1.810602  0.279253  -0.605895
H  2.334032  -0.489167  -2.106025
H  1.446072  1.059923  -2.115075
H  4.347632  4.891483  -0.320865
H  4.157012  4.892573  -2.062945
H  5.755432  4.674423  -1.364795
C  -2.718068  -0.605247  -8.592095
O  -1.767548  -0.853197  -7.574825
C  -1.082788  0.255213  -6.961355
O  -0.972428  1.434593  -7.389345
O  -0.640658  -0.163427  -5.748575
C  -0.083488  0.800973  -4.942775
H  -2.259958  -0.508517  -9.576405
H  -3.427758  0.157503  -8.271665
H  -3.415508  -1.442877  -8.584955
H  0.727792  1.365573  -5.402275
H  0.328562  0.395113  -4.018875
H  -0.782988  1.578143  -4.634845
C  -2.654048  -4.468977  2.688995
O  -2.263668  -5.524557  1.825425
C  -1.108348  -6.158567  1.959765
O  -0.232248  -5.827757  2.741125
O  -1.132828  -7.183887  1.119725
C  0.091592  -7.937367  0.872895
H  -3.732148  -4.345997  2.585685
H  -2.137278  -3.566327  2.362995
H  -2.504218  -4.687557  3.746295
H  -0.032358  -8.441827  -0.085365
H  0.306022  -8.676407  1.644865
H  0.970622  -7.299697  0.779195
C  5.405512  -0.650397  0.069955
O  4.817672  -0.474237  1.302825
C  3.906312  -1.280757  1.688415
O  3.556422  -2.284527  1.059515
O  3.525982  -0.869957  2.886115
C  2.701522  -1.636267  3.798595
H  6.385132  -0.172647  0.055415
H  4.713902  -0.313247  -0.702125
H  5.525322  -1.712077  -0.145885
H  2.127402  -0.927507  4.395375
H  3.346792  -2.223487  4.451975
H  2.127942  -2.436067  3.330175
C  3.208962  7.052193  2.138935
O  2.292322  5.938993  1.956145
C  2.007302  5.133243  3.001225
O  2.315432  5.280463  4.196445
O  1.476082  4.007953  2.336525
C  1.148802  2.860783  3.084475
H  3.883062  7.189443  1.293445
H  4.004672  6.848063  2.855365
H  2.656282  7.948783  2.419585
H  0.248682  3.054673  3.667825
H  2.042502  2.594283  3.648735
H  1.054382  1.993733  2.430715

Force components x, y, z for each atom (eV/Å):
Rb 0.33 -0.16 -0.23
Rb 0.09 -0.60 0.24
Rb 0.29 -0.70 0.56
C -2.33 3.11 -2.10
C 2.87 -3.91 -0.96
C 1.80 -6.99 3.37
O -1.77 5.84 -3.19
C -1.22 3.86 0.57
C 0.15 -5.38 -2.27
C 1.35 -4.52 3.79
O -0.82 2.11 -3.26
O 0.21 2.45 2.27
O -1.56 4.25 1.60
H 0.32 0.17 0.16
H 0.33 -0.17 -0.20
C -1.03 -0.65 -0.52
O 1.68 2.13 1.84
C -0.52 0.42 0.49
O 1.73 -1.40 -1.21
O -2.93 -4.87 -2.97
C 0.16 4.16 1.78
H 0.14 0.11 -0.14
H 0.41 0.20 0.27
H 0.14 0.06 -0.04
H -0.17 -0.95 -0.33
H 0.19 0.24 0.23
H 0.20 0.62 0.31
C 0.16 0.64 -0.13
O -0.49 0.45 -0.83
C -1.40 -2.41 2.18
O 1.13 0.13 -1.29
O -1.24 1.68 -0.72
C 0.81 0.19 0.78
H 0.16 -0.04 0.18
H 0.55 -0.20 0.32
H 0.62 -0.33 -0.11
H -0.43 0.04 -0.33
H 0.32 -0.20 -0.01
H 0.02 0.37 0.02
C -0.84 0.56 0.14
O 0.11 0.12 -0.44
C 0.58 -2.50 0.79
O -1.29 1.54 -0.20
O 0.62 -0.43 -0.67
C -0.18 1.40 0.23
H 0.35 0.07 0.13
H 0.56 0.29 0.02
H -0.10 -0.15 -0.07
H -0.05 -0.15 0.17
H -0.07 -0.11 -0.16
H -0.07 -0.40 0.03
C -0.94 -0.09 0.19
O 2.27 2.32 2.19
C -1.28 1.42 -1.61
O -0.64 -4.38 1.32
O -1.01 -0.98 -2.01
C 1.33 1.90 1.21
H -0.16 0.42 0.17
H 0.54 0.85 -0.46
H 0.59 -0.59 -0.12
H 0.06 -0.23 -0.42
H -0.31 -0.65 -0.27
H -0.51 -0.03 -0.10
C 0.18 0.28 0.04
O -1.14 -0.49 -0.43
C 1.12 0.98 1.55
O -0.72 -0.78 -0.99
O 0.86 -0.75 -0.53
C 0.07 0.38 0.00
H 0.05 -0.09 -0.41
H 0.08 0.13 0.35
H 0.55 -0.13 -0.07
H -0.34 0.07 0.17
H -0.36 0.14 0.15
H -0.25 0.32 0.18
C 0.17 -1.19 -1.83
O 1.60 2.67 0.68
C -1.84 -4.03 -0.28
O 0.16 1.74 1.33
O -0.74 0.22 0.95
C 0.55 -0.97 -0.32
H -0.34 0.24 0.02
H 0.49 0.39 -0.07
H 0.23 -0.12 0.19
H -0.09 -0.20 -0.40
H 0.44 0.42 0.24
H -0.50 0.72 -0.52
C 0.57 -0.23 0.77
O 0.50 0.75 0.21
C 1.34 -1.67 1.12
O -1.47 -0.53 -3.86
O 0.34 2.52 0.58
C 0.95 -0.60 0.63
H -1.04 -0.05 -0.85
H -0.68 -0.30 0.84
H 0.17 -0.09 -0.16
H 0.18 -0.34 0.14
H -0.29 0.14 0.79
H -0.60 0.46 -0.38

Summary:
Kohn-Sham gap: 5.26 eV
total charge: +1
energy above the lowest of the compared OMol25 structures with the same formula, charge and spin: 0.0 kJ/mol